16
Properties=species:S:1:pos:R:3:forces:R:3 method="wB97M-V/def2-TZVPD" e_homo_ev=-6.85 homo_lumo_gap_ha=0.2376 mol_weight_g_mol=82.1 e_lumo_ev=-0.38 e_above_lowest_kcal_mol=127.3 total_energy_ha=-234.39960
C 0.5724 0.5286 1.4205 1.76 0.10 -0.94
C 0.5271 -0.3320 0.1549 2.63 -0.08 2.14
C 0.4412 0.3263 -1.0615 0.38 -1.19 -0.17
C -0.9791 0.1845 -0.9597 -1.92 -0.73 -1.63
C -1.8490 1.1609 -0.5191 0.04 -1.11 -0.48
C 1.0957 -1.7497 0.4333 1.34 0.30 -0.24
H 1.5312 1.0858 1.5246 -0.64 0.32 -0.71
H 0.6874 -0.0770 2.2827 -0.73 -0.83 0.99
H -0.3162 1.1446 1.4172 0.16 0.29 0.40
H 0.9909 1.1567 -1.3239 0.51 2.69 0.31
H -1.3413 -0.6715 -1.5473 -0.60 -0.02 0.86
H -2.9282 0.9992 -0.7014 0.78 0.37 0.09
H -1.5137 2.0888 -0.0541 -0.09 -0.26 -0.23
H 0.4182 -2.5011 0.6795 -1.41 -1.14 0.93
H 1.9065 -1.7005 1.2460 -1.61 0.49 -0.64
H 1.7161 -2.2361 -0.3336 -0.59 0.80 -0.68

---

9
Properties=species:S:1:pos:R:3:forces:R:3 method="wB97M-V/def2-TZVPD" e_homo_ev=-10.69 homo_lumo_gap_ha=0.3605 mol_weight_g_mol=122.1 e_lumo_ev=-0.88 e_above_lowest_kcal_mol=70.8 total_energy_ha=-772.59403
C 0.6246 -1.4231 0.0937 -0.51 -2.09 -1.01
N 1.6330 -1.2273 -0.5149 3.63 3.29 -1.75
N -0.4102 0.4820 0.1711 0.93 0.43 0.45
O 0.0264 1.8005 0.4175 2.57 -2.09 0.02
O -0.2254 -2.1428 0.4055 -1.75 -0.54 1.77
O -2.7649 1.1424 -0.1184 -0.80 -0.44 -0.24
S -1.8442 0.0236 -0.1221 0.13 2.48 0.41
H 1.0825 1.6225 0.5679 -3.81 0.71 -0.45
H 1.8784 -0.2777 -0.9002 -0.38 -1.74 0.81

---

22
Properties=species:S:1:pos:R:3:forces:R:3 method="wB97M-V/def2-TZVPD" e_homo_ev="-11.25 / -11.24" homo_lumo_gap_ha="0.2779 / 0.2778" charge=+1 mol_weight_g_mol=268.1 e_lumo_ev="-3.68 / -3.68" e_above_lowest_kcal_mol=0.0 total_energy_ha=-771.97934
C -0.4188 -0.0908 0.8381 1.82 1.36 -2.07
C 0.2618 1.0749 0.6699 -0.19 0.41 0.23
C 0.0668 -0.9155 -0.4230 0.28 -1.41 1.17
C 1.3866 1.0406 -0.3363 -1.15 -2.45 0.62
C -1.6450 -0.2098 1.6480 -0.57 2.90 1.45
C 2.0674 -0.9893 -1.9225 3.02 0.95 1.38
N -2.5803 1.0250 1.3644 2.23 2.42 -4.90
N -2.3118 1.8428 0.3969 -2.06 -2.99 2.12
N 1.5385 -0.4947 -0.5993 -2.56 0.98 -0.11
O -2.3939 -1.3080 1.5838 -0.16 -1.78 -0.69
I -0.2891 3.1087 0.9263 1.45 -0.15 0.98
H 0.1541 -2.0438 -0.3332 -0.77 1.30 -0.15
H -0.5131 -0.5574 -1.2997 0.42 -0.53 0.30
H 0.9732 1.5030 -1.1894 0.14 0.47 -1.50
H 2.3036 1.4233 -0.0059 1.24 0.76 0.30
H -1.3980 -0.0018 2.6731 0.39 -0.26 0.67
H 1.7605 -1.9674 -2.1626 -0.72 -1.18 0.17
H 1.6841 -0.3034 -2.6271 -0.15 0.66 -0.99
H 3.2277 -1.0174 -1.9273 -2.03 0.42 0.10
H -3.4417 1.2251 1.8273 -0.60 -0.55 1.34
H 1.9406 -0.8545 0.2535 0.88 -0.42 0.01
H -2.3731 -1.4895 0.6451 -0.88 -0.93 -0.42

---

14
Properties=species:S:1:pos:R:3:forces:R:3 method="wB97M-V/def2-TZVPD" e_homo_ev=-9.60 homo_lumo_gap_ha=0.3855 mol_weight_g_mol=97.1 e_lumo_ev=0.89 e_above_lowest_kcal_mol=53.2 total_energy_ha=-324.63974
C -0.9566 0.8129 0.6831 0.04 1.01 -0.27
C -1.1116 0.2701 -0.7037 0.22 0.17 -0.10
C -0.0632 -0.2334 -1.3517 -0.13 0.02 0.19
C 1.3069 -0.4458 -0.7402 0.10 -0.15 -0.15
N 1.4044 -0.5238 0.7119 -0.08 -1.03 0.27
C 0.5470 -0.7114 1.5614 1.93 -1.53 0.96
O -0.0337 -0.9218 2.5582 0.27 -0.05 -0.62
H -0.9942 1.8866 0.7482 -0.94 0.80 -0.50
H -1.7085 0.4073 1.3827 0.79 0.16 -0.12
H 0.1466 0.7730 0.9177 -2.35 0.63 0.15
H -2.0897 0.3097 -1.1826 0.21 0.03 0.03
H -0.1508 -0.5402 -2.3945 0.02 -0.04 0.24
H 2.0048 0.3203 -1.1014 -0.07 -0.11 0.18
H 1.6984 -1.4036 -1.0891 0.00 0.08 -0.24

---

24
Properties=species:S:1:pos:R:3:forces:R:3 method="wB97M-V/def2-TZVPD" e_homo_ev=-9.63 homo_lumo_gap_ha=0.3609 mol_weight_g_mol=146.2 e_lumo_ev=0.19 e_above_lowest_kcal_mol=56.7 total_energy_ha=-496.96725 smiles="CNC(C)=O.CNC(C)=O"
C 3.4326 -1.7695 -1.2079 1.11 -0.65 1.58
N 3.0076 -2.0483 0.2606 3.06 2.60 -2.33
C 3.6309 -1.0589 1.1433 -2.42 -3.05 0.84
C 3.0209 -1.2142 2.5259 2.73 2.43 1.33
O 4.6057 -0.4099 0.9464 0.56 0.54 -0.98
H 3.2476 -0.7513 -1.5048 -0.78 0.35 -0.16
H 4.5399 -1.7824 -1.2554 -0.57 -0.45 0.28
H 3.0589 -2.5164 -1.9099 -0.24 0.17 0.31
H 2.0214 -2.0358 0.3261 -1.07 -0.06 0.40
H 3.8588 -1.5656 3.1683 -0.37 0.00 -0.44
H 2.7968 -0.2403 3.0106 -0.07 -0.38 -0.62
H 2.2474 -1.8715 2.6817 -1.93 -1.51 -0.19
C -2.4715 2.6505 0.0726 2.56 2.09 -1.11
N -2.6242 1.2786 -0.3470 -3.49 2.82 -0.82
C -3.8570 1.1056 -1.0504 2.34 -2.82 2.74
C -4.1354 -0.4267 -1.2449 -1.95 2.86 0.50
O -4.6501 1.9997 -1.1550 -0.40 -0.02 -0.84
H -3.1112 3.2043 -0.7229 1.55 -0.16 1.77
H -2.8234 2.8984 1.0842 -0.24 -0.39 -0.30
H -1.2962 3.0075 0.0902 -2.94 -0.91 -0.41
H -1.9025 0.6453 -0.2816 1.31 -1.65 -0.03
H -5.2624 -0.3820 -1.1107 1.36 -0.98 -0.40
H -3.8154 -0.6461 -2.2247 -0.03 -0.76 -1.25
H -3.6102 -1.0162 -0.5083 -0.08 -0.08 0.15

---

18
Properties=species:S:1:pos:R:3:forces:R:3 method="wB97M-V/def2-TZVPD" e_homo_ev=-8.90 homo_lumo_gap_ha=0.3492 mol_weight_g_mol=135.1 e_lumo_ev=0.60 e_above_lowest_kcal_mol=88.1 total_energy_ha=-513.43711 smiles="CC(=O)C(=O)O.CNO"
C 0.1585 -0.8368 -1.8871 1.12 -0.54 0.06
C -0.4102 0.2203 -0.9895 -4.60 -1.62 0.40
O -0.6359 1.3420 -1.3592 0.69 0.30 0.64
C -1.5104 -0.5462 0.1331 0.64 0.05 -1.80
O -1.4395 -1.7273 0.4219 0.00 0.92 -0.06
O -2.4389 0.2879 0.6527 0.35 -0.08 -0.31
H -0.4671 -1.7139 -2.0402 -0.49 0.22 0.48
H 0.3177 -0.4217 -2.8793 0.34 0.28 0.17
H 1.0740 -1.2544 -1.4716 0.32 0.10 -0.14
H -3.0816 -0.2264 1.1709 0.29 -0.09 -0.01
C 1.4392 1.4103 0.7926 0.00 -0.38 0.38
N 0.5068 0.2974 0.9402 0.52 0.47 0.74
O 1.1766 -0.8422 1.4580 -0.36 -0.06 -0.12
H 1.9393 1.6395 1.7347 0.07 0.01 -0.01
H 0.8454 2.2647 0.4736 0.11 -0.01 -0.14
H 2.1731 1.1332 0.0387 0.02 0.15 -0.03
H -0.2406 0.5658 1.6101 0.75 -0.19 -0.31
H 0.5935 -1.5922 1.2005 0.24 0.48 0.05